Record 1
{
  "formula": "C4H25O12",
  "method": "ωB97M-V/def2-TZVPD",
  "elements": ["O", "C", "O", "H", "H", "O", "H", "H", "O", "O", "H", "O", "O", "C", "H", "O", "H", "H", "C", "H", "H", "H", "H", "H", "H", "H", "H", "H", "H", "O", "H", "H", "H", "H", "H", "C", "O", "H", "O", "H", "O"],
  "positions_angstrom": [[0.6645, -3.0974, 1.5262], [0.3134, 2.5904, 2.1405], [1.8311, -2.3226, -3.5394], [-0.2186, -4.0945, -1.5000], [2.4584, 1.7766, -0.1134], [2.6692, 0.8509, -0.2816], [-0.6917, -0.2530, -1.2937], [2.0754, -1.5295, -3.0384], [2.3831, 0.0574, 2.2379], [1.3768, 2.2502, 1.6295], [1.7505, 2.5291, -2.5593], [0.6382, -4.2786, -1.0994], [0.0631, 1.3146, -0.4614], [-2.0336, 2.1641, -1.0190], [-1.8497, 3.1597, 1.6729], [-2.0108, -3.1783, 1.2132], [0.5924, -3.9273, -0.1986], [2.2904, 1.2247, -2.0310], [-1.1569, 1.7433, 0.1843], [-2.7622, -1.7461, 0.2452], [3.0763, 0.5121, 0.5629], [-1.4177, 0.8695, 0.8119], [-1.6783, 3.1128, -1.3103], [-3.0842, 2.0681, -0.7534], [2.8999, 0.1728, 3.0427], [1.3596, -2.7862, -2.8285], [-2.2066, -0.6476, -1.6763], [1.8957, 0.9395, 2.1050], [-1.8638, 1.3577, -1.7421], [2.5169, 1.9539, -2.6664], [-1.1232, -2.8961, 0.9095], [-1.9060, -2.8428, 2.1162], [-3.1130, -0.3467, 0.2507], [0.8172, 1.1747, 0.1494], [0.7490, -3.1567, 2.4811], [-0.8916, 2.9333, 1.1691], [0.1018, 2.7775, 3.3654], [0.8832, -2.1910, 1.2749], [-3.4906, -1.1671, -0.0956], [-0.5919, 3.9014, 0.6529], [-1.3159, -0.9726, -1.5336]],
  "forces_ev_per_angstrom": [[0.12, 0.36, -0.26], [-0.19, 0.69, -1.74], [-0.18, 0.33, 0.96], [-0.04, -0.03, 0.11], [0.61, 0.05, -0.08], [0.60, -0.57, 1.09], [-0.68, -0.33, -0.40], [0.19, 0.05, -0.57], [-0.50, 0.49, 0.28], [-0.49, 0.88, 0.54], [0.05, 0.08, -0.30], [0.01, 0.22, -0.16], [-0.34, 0.35, 0.05], [-0.25, -2.54, 1.88], [0.58, -0.16, 0.12], [0.72, 0.94, 0.21], [0.02, -0.24, -0.14], [0.68, 0.76, -0.93], [2.19, -0.09, 0.00], [-1.05, -0.45, -0.52], [-0.61, 0.29, -1.03], [-0.90, 0.44, -0.38], [-0.05, 1.04, -0.76], [-0.17, 0.72, -0.06], [-0.02, -0.09, -0.02], [0.04, -0.46, -0.33], [-0.04, 0.05, 0.18], [1.19, -1.55, 0.51], [0.09, 0.76, -0.23], [-0.76, -0.64, 0.71], [-0.42, -0.76, -0.26], [-0.65, -0.36, 0.07], [-0.63, 0.30, -0.21], [-0.65, -0.13, -0.47], [0.14, 0.03, 0.04], [-0.52, 0.72, -0.06], [-0.66, 0.02, 0.40], [0.42, 0.03, 0.27], [0.77, 0.24, 0.92], [-0.03, -1.27, 0.50], [1.42, -0.17, 0.03]],
  "lowdin_charge": [-0.039, -0.497, -0.066, 0.042, 0.038, -0.084, 0.016, 0.025, -0.087, 0.033, 0.021, -0.049, -0.101, 0.005, 0.134, -0.060, -0.012, 0.008, -0.369, 0.006, 0.064, 0.144, 0.076, 0.094, 0.057, 0.002, 0.014, -0.007, 0.078, -0.079, 0.008, 0.054, 0.002, 0.049, 0.076, 0.010, 0.324, 0.062, -0.087, 0.162, -0.070],
  "e_tot_ev": -29120.829,
  "s_squared": 0.755,
  "spin_multiplicity": 2
}

=====

Record 2
{
  "formula": "C4H4CuO5",
  "method": "ωB97M-V/def2-TZVPD",
  "elements": ["H", "O", "O", "O", "H", "C", "O", "O", "C", "H", "Cu", "H", "C", "C"],
  "positions_angstrom": [[-0.8304, 2.6937, 1.4742], [0.4886, -3.1898, -1.2509], [-0.9018, 1.0236, 0.2543], [-1.5548, -3.1368, -0.4409], [1.6982, 2.6151, -0.1651], [-0.3821, 2.3580, 0.5349], [1.2117, 0.6743, 0.3700], [-0.8529, -4.9855, -1.5210], [1.1199, 2.1111, 0.6147], [-0.6846, 3.0090, -0.2899], [-0.2609, -1.7901, -0.2540], [1.5527, 2.3042, 1.6005], [-0.6519, -3.8429, -1.0882], [0.0483, 0.1561, 0.1614]],
  "forces_ev_per_angstrom": [[0.09, -0.08, -0.24], [-0.53, 0.20, 0.49], [-0.40, 0.25, -0.10], [0.66, 0.37, 0.12], [-0.13, -0.14, 0.21], [0.00, 0.26, 0.06], [0.44, 0.15, -0.04], [0.38, 1.96, 0.78], [0.09, 0.23, 0.06], [0.05, -0.16, 0.21], [0.03, 1.27, 0.16], [-0.09, -0.05, -0.26], [-0.56, -3.51, -1.63], [-0.04, -0.74, 0.16]],
  "lowdin_charge": [0.137, -0.063, 0.022, -0.058, 0.138, -0.070, 0.021, 0.060, -0.070, 0.138, 0.678, 0.137, -0.852, -0.219],
  "e_tot_ev": -59087.769,
  "s_squared": 0.756,
  "spin_multiplicity": 2
}

=====

Record 3
{
  "formula": "C4H7NO2",
  "method": "ωB97M-V/def2-TZVPD",
  "elements": ["N", "C", "O", "C", "H", "H", "H", "H", "C", "H", "O", "H", "C", "H"],
  "positions_angstrom": [[-0.4988, -1.4149, 0.0853], [0.8879, -0.6437, -1.7130], [-1.6927, 0.8782, 1.6300], [0.0321, -0.1937, -0.5084], [-1.2234, -1.0309, 0.6846], [-0.0253, 1.7518, 2.4250], [1.4145, 0.3572, 0.9921], [-0.8749, 0.3525, -0.9186], [0.5845, 0.8492, 0.4878], [-1.1452, -1.9482, -0.4872], [0.3504, -1.1736, -2.6854], [2.0101, -0.8393, -1.4594], [-0.5238, 1.3028, 1.5608], [0.7045, 1.7526, -0.0935]],
  "forces_ev_per_angstrom": [[-1.79, 2.83, -0.65], [-0.06, -3.09, -2.33], [3.52, 1.34, -0.99], [-1.01, 0.37, 0.42], [0.32, -0.04, 2.25], [-0.39, 0.87, -0.04], [0.37, 0.97, 0.29], [0.46, -0.78, -0.45], [-2.41, -1.27, -0.09], [0.95, -1.04, -1.25], [1.75, 2.04, 2.91], [-1.39, 0.85, -0.67], [-1.47, -3.29, 0.62], [1.15, 0.24, -0.02]],
  "lowdin_charge": [0.288, -0.095, 0.057, -0.305, 0.113, 0.136, 0.136, 0.217, -0.056, 0.152, 0.150, 0.196, -0.122, 0.132],
  "e_tot_ev": -9834.750,
  "s_squared": 0.756,
  "total_charge": 1,
  "spin_multiplicity": 2
}

=====

Copy entry 2 word for word.
{
  "formula": "C4H4CuO5",
  "method": "ωB97M-V/def2-TZVPD",
  "elements": ["H", "O", "O", "O", "H", "C", "O", "O", "C", "H", "Cu", "H", "C", "C"],
  "positions_angstrom": [[-0.8304, 2.6937, 1.4742], [0.4886, -3.1898, -1.2509], [-0.9018, 1.0236, 0.2543], [-1.5548, -3.1368, -0.4409], [1.6982, 2.6151, -0.1651], [-0.3821, 2.3580, 0.5349], [1.2117, 0.6743, 0.3700], [-0.8529, -4.9855, -1.5210], [1.1199, 2.1111, 0.6147], [-0.6846, 3.0090, -0.2899], [-0.2609, -1.7901, -0.2540], [1.5527, 2.3042, 1.6005], [-0.6519, -3.8429, -1.0882], [0.0483, 0.1561, 0.1614]],
  "forces_ev_per_angstrom": [[0.09, -0.08, -0.24], [-0.53, 0.20, 0.49], [-0.40, 0.25, -0.10], [0.66, 0.37, 0.12], [-0.13, -0.14, 0.21], [0.00, 0.26, 0.06], [0.44, 0.15, -0.04], [0.38, 1.96, 0.78], [0.09, 0.23, 0.06], [0.05, -0.16, 0.21], [0.03, 1.27, 0.16], [-0.09, -0.05, -0.26], [-0.56, -3.51, -1.63], [-0.04, -0.74, 0.16]],
  "lowdin_charge": [0.137, -0.063, 0.022, -0.058, 0.138, -0.070, 0.021, 0.060, -0.070, 0.138, 0.678, 0.137, -0.852, -0.219],
  "e_tot_ev": -59087.769,
  "s_squared": 0.756,
  "spin_multiplicity": 2
}